1.
17
Properties=species:S:1:pos:R:3 method="wB97M-V/def2-TZVPD" gap_ev=6.78 homo_energy_ev=-7.696 e_lumo_ha=-0.03372 e_above_lowest_kcal_mol=111.74
C 0.196 -2.468 0.278
C 0.596 -1.330 -0.617
C -0.398 -0.350 -0.865
N -0.252 0.808 -1.615
H -0.396 -2.053 1.094
H 0.987 -2.940 0.847
H -0.394 -3.279 -0.214
H 1.496 -1.353 -1.226
H -1.396 -0.728 -0.711
H 0.442 1.340 -1.072
H -0.323 0.911 -2.609
H -0.412 1.228 1.169
H 1.307 2.962 0.717
O 0.729 2.228 0.516
H -0.796 0.955 2.546
H 0.466 -0.259 0.066
O -0.918 0.529 1.694



2.
15
Properties=species:S:1:pos:R:3 method="wB97M-V/def2-TZVPD" smiles="[O-][N+]#CO[C@@](F)(C=C(F)F)C(F)(F)F" gap_ev=9.88 homo_energy_ev=-9.744 e_lumo_ha=0.00518
C -0.283 -0.883 -0.609
C 0.258 0.229 0.255
C -0.035 2.161 -1.035
C -0.976 -1.901 -0.122
C 1.441 -0.261 1.171
N -1.092 2.522 -1.382
O 0.781 1.290 -0.493
O -1.968 3.188 -1.816
F -0.723 0.698 1.086
F -1.275 -2.092 1.140
F -1.457 -2.870 -0.865
F 2.004 -1.360 0.663
F 1.012 -0.552 2.391
F 2.391 0.659 1.280
H -0.077 -0.828 -1.665